55
Properties=species:S:1:pos:R:3:forces:R:3:mulliken_charge:R:1 method="wB97M-V/def2-TZVPD" multiplicity=1 charge=-1 orbital_gap_ha="0.16462 / 0.18175"
N -2.486720 2.769945 -0.042443 0.0759 -0.0086 -0.1614 -1.276
C 0.115833 1.992597 -2.468954 -0.1253 -0.0114 -0.0690 0.869
Te 0.539913 2.616734 2.651645 -0.1343 -0.9294 -0.2874 0.521
C 4.463706 4.162655 1.490700 -0.0174 -0.0241 -0.0205 -0.829
C -1.063613 2.436927 -1.750143 0.1120 0.2113 -0.0691 -0.696
H -4.665805 3.194657 0.923989 -0.0271 -0.0290 -0.0101 0.249
C 1.004195 -3.082231 5.114007 0.0096 0.0065 0.0230 -0.467
H -4.554130 2.079697 2.217993 0.0199 -0.0179 -0.0125 0.211
H -0.830721 2.366504 -4.347975 -0.0024 0.0047 -0.0025 0.342
C -2.904266 2.215504 1.047102 0.0724 -0.1692 0.2071 0.460
C 0.078038 2.022549 -3.865311 0.0010 -0.0256 -0.0021 -0.661
H 5.218559 5.560834 3.008860 -0.0206 0.0193 -0.0112 0.370
Te 1.882398 -0.498880 1.681631 -0.3118 0.2856 0.3546 0.168
H 1.098304 1.631674 -5.710696 -0.0039 -0.0048 -0.0052 0.389
H -0.768679 -4.200675 5.586368 0.0025 0.0063 0.0013 0.352
C -3.183955 -4.417332 -2.222385 0.0023 0.0045 0.0062 -0.391
C -0.746841 -0.554980 -0.432959 0.0585 0.0418 0.6725 -0.559
C 0.949794 -1.797384 3.065454 -0.0415 0.0293 0.0760 0.080
C 2.379758 1.162321 -2.603431 0.0329 0.0206 -0.1424 -0.430
H 3.159342 0.845086 -4.562872 0.0082 0.0029 -0.0085 0.377
C -1.128433 -2.812650 -3.161784 -0.0160 -0.0402 -0.0274 -0.517
S 3.030793 4.609979 3.541166 0.0123 -0.0607 0.0753 -0.175
C 1.291761 1.566357 -1.813563 0.1377 0.2093 0.4449 0.395
H 3.270480 0.822938 -2.089930 0.0063 0.0038 0.0046 0.461
C -2.636176 -4.664930 -3.474279 -0.0022 -0.0068 -0.0018 -0.460
C 3.289572 3.379859 1.325996 -0.0250 0.0725 0.0069 -0.002
N -4.084248 2.687882 1.570841 -0.0474 0.1141 -0.0108 -0.479
C 4.459218 4.886601 2.645738 -0.0168 -0.0042 -0.0091 -0.342
C 1.152904 1.614421 -4.630280 -0.0200 0.0117 -0.0168 -0.706
H 1.537236 -3.395436 6.004216 -0.0002 0.0002 -0.0075 0.341
C 2.307444 1.178719 -3.981769 0.0348 -0.0198 0.0451 -0.585
H 5.275939 4.186252 0.777333 -0.0083 -0.0039 0.0051 0.361
C -2.713565 -3.372054 -1.443835 -0.0094 -0.0267 -0.0073 -0.506
C -1.676151 -2.551685 -1.900206 0.0495 0.1274 -0.0033 0.389
H -3.006841 -5.481029 -4.081857 -0.0011 -0.0033 -0.0036 0.357
H -1.170068 -4.040097 -4.912111 -0.0011 -0.0023 -0.0059 0.359
Ru -0.100629 0.976898 0.663001 -0.5627 1.7318 -0.4361 -0.004
C -0.961046 -3.113042 3.741568 0.0166 -0.0286 0.0130 -0.730
H -0.876246 -1.940593 1.945789 0.0015 0.0302 -0.0083 0.129
H -1.971358 -3.455082 3.550443 0.0108 0.0109 -0.0047 0.372
O 1.429586 1.588498 -0.502626 0.4194 -0.4343 -0.7346 -0.656
C -0.347486 -2.257608 2.837405 -0.0121 0.0541 -0.0785 0.041
H 2.618265 -1.858224 4.414199 -0.0039 -0.0069 0.0017 0.319
S -2.130196 0.938899 1.944201 0.1256 -0.2743 0.1001 -0.361
C 1.615838 -2.218362 4.214856 0.0482 -0.0139 0.0048 -0.461
H 3.084214 2.737967 0.482424 -0.0244 -0.0545 -0.0478 0.442
H -3.986280 -5.042536 -1.849364 -0.0047 -0.0039 0.0006 0.357
C 2.405981 3.518354 2.363087 0.2005 -0.1219 0.0237 -0.181
C -1.187420 -1.469819 -1.103869 0.0197 -0.1195 -0.0717 0.268
C -0.288471 -3.531685 4.882665 0.0178 0.0345 -0.0509 -0.380
C -1.606895 -3.855642 -3.937985 0.0130 0.0125 0.0025 -0.386
H -0.323610 -2.182405 -3.517913 -0.0048 0.0066 -0.0003 0.506
H -1.827511 2.976497 -2.306576 0.0268 0.0425 0.0053 0.317
N -1.290178 2.240904 -0.508063 -0.0899 -0.6556 0.2562 0.989
H -3.141535 -3.174350 -0.469497 -0.0015 0.0061 -0.0024 0.449


28
Properties=species:S:1:pos:R:3:forces:R:3:mulliken_charge:R:1 method="wB97M-V/def2-TZVPD" multiplicity=1 de_lowest_kcal_mol=45.94 orbital_gap_ha=0.13282
H -0.125790 -6.787997 3.299612 -0.0599 -0.0548 -0.0368 0.225
C -1.178232 4.579524 -1.332888 0.4935 0.8572 0.4541 -0.462
H 0.454573 5.133025 -0.009466 -0.1739 -0.1075 -0.2195 0.361
O 1.106739 -3.470585 2.420109 -0.7954 -0.3824 -0.5709 -0.615
H 1.417199 -5.930962 2.985887 -0.3201 0.0518 0.0981 0.266
H 2.290420 3.006286 0.809248 -0.1037 -0.2584 -0.2247 0.400
N -0.267856 -1.101925 -0.212187 -0.0967 -4.2620 2.7491 -0.509
C 0.696288 0.829476 -1.201119 0.4032 1.3924 -0.9170 -0.933
Na -0.197831 3.332275 -4.448886 -0.2378 -0.1474 1.0944 0.869
H 0.197323 -5.208705 4.081338 0.0830 -0.1779 -0.2941 0.267
O -0.306405 -5.204780 2.048432 0.3114 0.4541 0.0717 -0.349
H -1.282915 -3.843151 0.137195 0.2388 0.6654 -0.0165 0.406
C 0.191322 -3.963468 1.772368 0.9457 0.1515 0.7711 0.767
N -0.132220 -2.092767 0.379677 -1.7012 3.0104 -2.8066 0.485
C -1.377599 2.228580 -1.917489 -0.2851 0.0040 -0.4299 -0.669
C -1.879196 3.534398 -1.947292 -0.5133 -0.4706 -0.9221 -0.608
C 0.342143 -5.817790 3.178513 0.1075 0.1814 -0.0301 -0.565
H 2.597427 0.449041 -0.097699 -0.1098 0.1724 -0.0184 0.439
H -2.852249 3.736760 -2.416949 0.3727 -0.0910 0.2405 0.365
C 1.791360 1.134104 -0.344838 -1.0602 0.7723 -0.4966 -0.315
H -1.557687 5.601631 -1.434708 0.0682 -0.3515 0.2069 0.386
C 1.641897 2.462281 0.123093 -0.3824 0.2270 -0.3960 -1.105
C -0.039853 4.330354 -0.561083 -0.3029 0.1437 -0.2111 -0.429
H -1.949908 1.378436 -2.307815 0.1011 0.3638 -0.0617 0.308
H 0.586015 -0.010040 -1.889545 0.2067 0.3354 0.5211 0.339
C -0.483713 -3.326874 0.670294 0.3554 -0.8721 0.7727 -0.538
C -0.160418 1.989627 -1.277518 1.5723 -1.1442 -0.0465 0.812
C 0.479158 3.033236 -0.506277 0.8827 -0.4632 0.7188 0.401


19
Properties=species:S:1:pos:R:3:forces:R:3:mulliken_charge:R:1 method="wB97M-V/def2-TZVPD" multiplicity=1 charge=+1 de_lowest_kcal_mol=95.36 orbital_gap_ha=0.32540
C 0.202939 1.369990 -1.204328 1.3227 -2.3506 0.1289 -0.421
H -0.723512 2.981152 -0.376352 -0.3416 0.1035 1.0565 0.282
H 0.632595 -2.304745 -1.535388 -2.4392 0.7330 1.5821 0.267
H 1.212931 0.868156 -1.564110 -2.2567 1.1365 1.1075 0.207
C 0.140353 -0.263118 1.044740 1.9528 -2.9170 -0.6448 0.099
C -1.643034 0.498538 0.595892 -0.7134 -0.9231 0.4007 -0.477
H -0.623284 1.248006 -1.937615 0.9098 0.7206 0.4164 0.229
H 0.627612 -0.088695 1.931444 1.4069 0.9243 2.0729 0.535
H -2.657610 0.864367 0.454257 0.1401 -0.0206 -0.0305 0.450
H 1.071402 -2.226000 1.108716 -0.1264 -0.4928 -0.1996 0.404
H 0.894268 2.861575 0.501931 -0.7574 -1.1327 -0.9495 0.276
C 0.836641 -1.495187 0.338130 1.5958 3.7379 -1.1420 -0.845
C 0.080856 2.321816 -0.068093 0.7679 0.8058 -0.6756 -0.612
C -0.317559 0.872228 0.219365 -0.0559 1.9421 -1.9070 0.588
N 0.021881 -1.774478 -0.816864 4.7779 -0.2997 -1.6797 -0.419
H 1.877959 -1.031258 -0.088756 -2.2673 -1.2599 1.2839 0.312
H -0.855772 -2.054240 -0.553292 -2.2910 -1.7210 -0.1138 0.157
H -1.770019 -1.106604 1.950299 -0.3559 -0.6887 0.5836 0.152
N -1.255375 -0.519583 1.339259 -1.2691 1.7027 -1.2901 -0.182


15
Properties=species:S:1:pos:R:3:forces:R:3:mulliken_charge:R:1 method="wB97M-V/def2-TZVPD" multiplicity=1 de_lowest_kcal_mol=74.65 orbital_gap_ha=0.30695
H -1.302964 1.348129 -0.137268 -1.2011 1.5154 0.8038 0.326
H 1.054797 1.648715 -0.938920 0.5750 -0.1103 0.7200 0.341
H -0.857639 -1.371339 -1.100508 0.3023 -1.7169 -0.9728 0.348
O 1.106091 -1.917305 0.749067 1.6878 3.5013 0.9491 -0.440
H -1.002582 1.056008 -1.806124 0.3372 0.1777 -0.2995 0.386
C 0.631600 0.789329 -0.402564 1.3532 -1.6117 -2.4522 -0.629
H 1.025493 -0.170330 -0.858692 0.4574 1.1809 0.1779 0.250
Cl 0.262108 1.983210 2.032393 0.2181 -0.4674 -0.1432 -0.198
C -1.416660 -0.663910 -0.581874 0.8906 2.3969 2.8034 -0.957
H 1.988053 0.398407 1.336487 -1.6147 0.6320 -0.6416 0.380
P 0.014296 -1.050460 1.590253 -1.5424 1.5973 -2.2743 0.256
H 0.918867 -2.751072 0.483924 -1.1280 -4.0587 -1.0295 0.292
C 0.891810 0.591750 1.041336 0.5172 -0.8870 1.8902 -0.201
H -2.525872 -0.614126 -0.612769 0.9351 -0.6805 0.2408 0.288
C -0.787399 0.722996 -0.794741 -1.7878 -1.4690 0.2277 -0.442


27
Properties=species:S:1:pos:R:3:forces:R:3:mulliken_spin:R:1 method="wB97M-V/def2-TZVPD" multiplicity=5 charge=+1 orbital_gap_ha="0.24811 / 0.27651"
C 3.134600 -1.764013 1.361545 0.3126 0.4916 -0.0592 -0.002
O 0.104594 -0.250805 0.196322 0.6218 0.2498 -0.0346 0.062
O -3.107701 -0.884007 -2.353202 1.9977 1.9559 2.5369 -0.017
H 3.489613 -1.064924 2.135119 -0.0552 -0.3789 -0.2334 0.001
C -1.831724 2.458647 -0.013536 -0.7506 1.8522 0.4462 0.403
O -1.218626 3.110226 0.825912 -0.0510 -0.2692 -0.1240 0.746
C 2.254580 0.820781 0.194961 0.4492 0.4778 -0.0507 0.011
H 2.210391 1.129578 -0.853496 -0.1811 -0.1593 0.0773 -0.002
Fe -1.377425 0.643423 -0.591858 2.2856 -1.2307 1.6886 2.315
C 1.350126 -0.316721 0.464604 -0.7507 -0.9903 0.1879 0.005
O -0.451276 1.686373 -3.145861 -0.8610 -0.9783 3.3139 0.035
O -3.506973 0.680269 1.462322 1.5177 -0.0540 -1.6569 0.194
H -2.558618 2.948822 -0.726781 0.5486 -0.5080 0.4339 0.111
C 0.742408 -2.488380 1.208651 -0.6092 -0.0094 -0.0957 0.002
H 1.985873 1.696603 0.797726 -0.1737 -0.2490 -0.0435 -0.001
C -2.699740 0.737684 0.622465 -3.2291 1.0315 3.4891 0.148
H 0.262093 -2.752610 0.253667 0.1818 0.0247 0.3775 0.000
C -2.445760 -0.277508 -1.612073 -3.0149 -4.3331 -4.2306 -0.029
H 3.126155 -2.779138 1.746750 0.3451 0.1301 0.0155 0.000
O -4.781217 1.570957 -3.033672 2.6974 0.8378 2.4860 0.001
H 3.787968 -1.696441 0.477557 -0.1832 -0.1378 0.3799 0.001
C -0.764258 1.328574 -2.086295 1.8276 2.3080 -5.6089 -0.017
H -0.032716 -2.121285 1.898152 0.2586 -0.2130 -0.2132 0.000
H 3.284329 0.582319 0.416709 0.2115 -0.0477 0.0434 0.000
H 1.240979 -3.348511 1.628248 -0.1270 -0.2244 0.0672 0.001
C -3.949156 1.811095 -2.273084 -3.3117 -0.3371 -2.8446 0.010
N 1.751483 -1.461006 0.999148 0.0433 0.7606 -0.3481 0.022


10
Properties=species:S:1:pos:R:3:forces:R:3:mulliken_spin:R:1 method="wB97M-V/def2-TZVPD" multiplicity=3 de_lowest_kcal_mol=19.38 orbital_gap_ha="0.22155 / 0.24699"
C -0.549843 -0.505712 -0.526804 -0.5226 1.0113 -1.7581 -0.026
H -1.309313 1.798467 -0.581141 0.2263 -0.6819 0.2587 0.018
I 2.520104 -1.262006 -0.039766 0.0686 -0.2552 -0.1351 0.157
I -2.327845 -1.508566 -0.069268 -0.9142 -0.4895 0.5817 0.120
H -0.440684 -0.877534 -1.582876 0.7313 0.5052 1.1479 0.029
C -0.610513 1.011307 -0.277382 -8.0520 -0.3559 -5.4418 0.860
C 0.572420 -0.499284 0.508079 0.5388 0.1954 1.9012 -0.026
H 0.376384 -0.921984 1.551462 0.1444 0.2233 -1.5854 0.043
C 0.535568 0.977652 0.387133 7.7907 0.6620 5.2445 0.802
H 1.233719 1.787663 0.630566 -0.0112 -0.8148 -0.2137 0.024


How do the records compare in electronic energy? In the order shown, they have -2669.5926 -886.0186 -344.3632 -1033.9159 -2118.4404 -749.9765 a.u..
How do the records compare in F_max? In the order shown, they have 0.036 0.099 0.099 0.084 0.132 0.189 hartree/bohr.